[1]
Here is a single C4H6O2 molecule from OMol25. Energies are from ωB97M-V/def2-TZVPD.

LUMO level ... 0.92 eV
SMILES ... CC(=O)[C@H]1CO1
DFT total energy ... -306.444529 a.u.
Highest occupied orbital energy ... -0.3629 Eh
Energy relative to the best compared isomer or geometry (same formula, charge and spin) ... 38.8 kcal per mole

Each line ends with the natural charge from an NBO analysis.
Element x y z (Å)
1 C -1.481460 -0.403571 -0.368971  -0.7329
2 C -0.536488 -0.573924 0.797276  0.5641
3 O -0.678821 -1.431241 1.642981  -0.5281
4 C 0.620826 0.383274 0.917369  -0.0507
5 C 1.620627 0.449206 -0.157095  -0.0925
6 O 0.676263 1.485140 0.025768  -0.4756
7 H -1.101448 0.289711 -1.121988  0.2344
8 H -1.709663 -1.376534 -0.810954  0.2415
9 H -2.419049 0.004610 0.026396  0.2497
10 H 0.933945 0.580518 1.941995  0.2107
11 H 1.490335 -0.156477 -1.054931  0.1852
12 H 2.649541 0.696992 0.098074  0.1942

Atomic forces in eV per Å
C -0.057 -0.017 -0.050
C -0.080 -0.188 0.191
O 0.059 0.346 -0.355
C -0.001 -0.136 0.221
C 0.202 -0.144 -0.127
O -0.065 0.176 -0.014
H -0.025 -0.126 0.117
H 0.056 0.102 0.103
H 0.134 -0.039 -0.051
H -0.032 -0.042 -0.153
H -0.030 0.104 0.142
H -0.159 -0.036 -0.024



[2]
Here is a single C4H6O2 molecule from OMol25. Energies are from ωB97M-V/def2-TZVPD.

LUMO level ... 0.45 eV
DFT total energy ... -306.377976 a.u.
Highest occupied orbital energy ... -0.3106 Eh
Energy relative to the best compared isomer or geometry (same formula, charge and spin) ... 80.5 kcal per mole

Each line ends with the natural charge from an NBO analysis.
Element x y z (Å)
1 O 1.964557 -0.201795 -0.217856  -0.7014
2 C 0.971957 0.103456 0.694737  0.0919
3 C -0.362643 -0.598261 0.735532  -0.4760
4 C -0.968536 -0.204957 -0.583670  -0.5556
5 C -0.256882 1.152039 -0.614067  0.5567
6 O -0.579532 2.141454 -1.185611  -0.4921
7 H 1.462242 0.024622 1.692352  0.1800
8 H -0.880457 -0.070285 1.548029  0.2194
9 H -0.338604 -1.664113 0.955895  0.2235
10 H -0.636266 -0.850485 -1.404124  0.2391
11 H -2.055761 -0.104611 -0.618774  0.2376
12 H 1.679925 0.272936 -1.002443  0.4770

Atomic forces in eV per Å
O -0.203 -0.282 -0.459
C -0.520 0.561 0.006
C -0.097 -0.322 0.106
C -0.116 -0.177 0.068
C -0.488 0.493 0.469
O 0.991 -0.706 0.783
H -0.377 1.086 -0.447
H -0.054 -0.341 -0.072
H 0.070 -0.150 0.000
H 0.026 0.208 0.032
H 0.103 0.024 -0.104
H 0.664 -0.393 -0.383



[3]
Here is 2 unconnected molecules or ions with the total composition C4H6O2 from OMol25. Energies are from ωB97M-V/def2-TZVPD.

LUMO level ... 0.74 eV
SMILES ... C=C=O.CC=O
DFT total energy ... -306.440766 a.u.
Highest occupied orbital energy ... -0.3504 Eh
Energy relative to the best compared isomer or geometry (same formula, charge and spin) ... 41.1 kcal per mole

Each line ends with the natural charge from an NBO analysis.
Element x y z (Å)
1 C 1.331359 0.593479 -1.013867  -0.7295
2 C 0.309618 1.207182 -0.099954  0.4435
3 O 0.543668 1.719910 0.971615  -0.5301
4 C -1.135538 -1.154989 1.410120  -0.7894
5 C -1.401394 -1.293901 0.133965  0.7110
6 O -1.629918 -1.405072 -1.007598  -0.4721
7 H 0.948917 -0.336852 -1.453121  0.2359
8 H 2.259535 0.413140 -0.470498  0.2349
9 H 1.531203 1.291093 -1.838043  0.2423
10 H -0.988693 -2.041561 2.010372  0.2679
11 H -1.035143 -0.165853 1.843462  0.2830
12 H -0.733610 1.173423 -0.486450  0.1025

Atomic forces in eV per Å
C 0.119 -0.028 0.075
C 0.019 0.266 0.295
O -0.053 -0.307 -0.653
C -0.013 -0.045 -0.098
C -0.201 -0.057 -0.617
O 0.185 0.054 0.967
H 0.055 0.223 0.107
H -0.059 0.014 -0.068
H -0.084 -0.105 0.106
H -0.026 0.036 -0.056
H -0.056 -0.175 -0.134
H 0.114 0.125 0.076



[4]
Here is a single C4H6O2 molecule from OMol25. Energies are from ωB97M-V/def2-TZVPD.

LUMO level ... -0.66 eV
DFT total energy ... -306.332639 a.u.
Highest occupied orbital energy ... -0.3410 Eh
Energy relative to the best compared isomer or geometry (same formula, charge and spin) ... 109.0 kcal per mole

Each line ends with the natural charge from an NBO analysis.
Element x y z (Å)
1 O -1.098303 0.470485 1.464218  -0.7058
2 C -0.250236 0.593460 0.364516  -0.0126
3 C 0.815694 -0.515112 0.330317  -0.6111
4 C 1.753131 -0.445529 -0.789246  -0.0323
5 O -2.209237 0.190151 -0.928132  -0.5311
6 C -1.032907 0.472615 -0.926197  0.4185
7 H -1.978047 0.271458 1.097424  0.4899
8 H 0.262377 1.567200 0.362733  0.1982
9 H 1.577555 -0.297506 1.118839  0.3048
10 H 0.371916 -1.481737 0.616329  0.2311
11 H 2.239778 -1.439406 -0.853511  0.1060
12 H -0.451720 0.613922 -1.857290  0.1443

Atomic forces in eV per Å
O -0.134 -0.052 -0.015
C 0.110 0.059 -0.142
C 0.004 -0.012 -0.251
C -0.081 -0.221 0.351
O 0.483 0.193 0.011
C -0.387 -0.093 -0.028
H 0.066 0.032 0.123
H -0.084 -0.115 -0.025
H 0.029 -0.013 -0.072
H 0.102 0.093 -0.083
H -0.007 0.165 0.050
H -0.100 -0.037 0.082



Calculated values (eV Å⁻¹) of max |F| for the records, taken in order: 0.5, 1.4, 1.0, 0.5.
Calculated values (eV) of Kohn-Sham gap for the records, taken in order: 10.799, 8.905, 10.275, 8.623.